# 1
Formula: C7H19N2OP
Source: the Open Molecules 2025 dataset
Level of theory: ωB97M-V/def2-TZVPD

Geometry as XYZ:
```
30
Properties=species:S:1:pos:R:3:nbo_charge:R:1
C 4.080 0.016 -1.575 -0.635
C 4.669 -0.163 -0.162 -0.062
O 3.628 -0.656 0.677 -0.541
C 2.561 0.145 0.995 -0.311
P 1.137 -0.291 -0.233 0.663
N -0.258 -0.362 0.794 -0.802
N -1.517 -0.886 0.097 -0.462
C -2.722 -0.112 0.083 0.068
C -3.564 -0.708 -1.011 -0.603
C -3.260 -0.359 1.533 -0.602
C -2.528 1.353 -0.090 -0.626
H 3.908 -0.979 -2.044 0.220
H 3.114 0.540 -1.480 0.203
H 4.710 0.650 -2.222 0.211
H 5.089 0.837 0.047 0.159
H 5.419 -0.887 0.034 0.198
H 2.691 1.248 0.897 0.190
H 2.305 -0.102 1.993 0.200
H 1.040 1.064 -0.614 -0.086
H -0.040 -0.809 1.621 0.365
H -1.111 -0.944 -0.932 0.335
H -3.548 -1.733 -1.021 0.224
H -4.606 -0.544 -0.780 0.217
H -3.351 -0.309 -2.026 0.211
H -4.181 -0.993 1.520 0.207
H -3.537 0.571 2.108 0.205
H -2.566 -0.832 2.167 0.215
H -3.473 1.730 0.185 0.208
H -1.695 1.794 0.523 0.230
H -2.394 1.721 -1.086 0.203
```

Output
Kohn-Sham gap: 8.8 eV
SMILES string: CCOCPNNC(C)(C)C
M: 178.22 g/mol
LUMO level: 0.937 eV
Charge: 0
Spin multiplicity: 1
HOMO energy: -7.9 eV

# 2
Formula: C27H16BrN5NiO5Se
Source: the Open Molecules 2025 dataset
Level of theory: ωB97M-V/def2-TZVPD

Geometry as XYZ:
```
56
Properties=species:S:1:pos:R:3:nbo_charge:R:1
Ni 2.178 -2.012 2.060 1.153
O 6.056 -1.442 2.268 -0.650
C 4.884 -1.777 2.300 0.748
O 3.898 -1.291 1.632 -0.728
C 4.442 -2.871 3.267 0.112
C 5.197 -3.624 4.146 -0.217
C 4.539 -4.573 4.923 -0.174
C 3.163 -4.754 4.817 -0.218
C 2.474 -3.964 3.916 0.126
N 3.136 -3.075 3.194 -0.419
C 0.983 -3.942 3.587 0.749
O 0.227 -4.685 4.191 -0.656
O 0.697 -3.072 2.685 -0.721
H 6.264 -3.458 4.205 0.236
H 5.106 -5.179 5.620 0.207
H 2.622 -5.480 5.407 0.236
Br -5.761 7.685 -2.079 -0.006
C -4.615 6.281 -1.487 -0.109
C -4.107 5.380 -2.407 -0.232
C -3.275 4.365 -1.964 -0.240
C -2.942 4.237 -0.614 0.226
C -3.471 5.162 0.293 -0.260
C -4.303 6.179 -0.140 -0.241
N -2.085 3.170 -0.280 -0.367
N -1.848 3.105 0.967 -0.196
C -1.040 2.138 1.471 0.047
C -0.890 2.223 2.872 -0.111
C -0.134 1.371 3.621 -0.383
C 0.588 0.300 3.011 0.451
O 1.290 -0.504 3.643 -0.675
C 0.455 0.196 1.535 0.159
N 1.144 -0.816 0.962 -0.478
C 1.084 -1.012 -0.344 0.065
C 0.325 -0.189 -1.173 -0.228
C -0.385 0.846 -0.617 -0.156
C -0.339 1.076 0.776 -0.107
H -4.359 5.468 -3.455 0.218
H -2.865 3.647 -2.662 0.228
H -3.216 5.067 1.339 0.235
H -4.709 6.893 0.565 0.213
H -1.434 3.031 3.349 0.205
H -0.056 1.474 4.695 0.208
H 1.652 -1.835 -0.758 0.226
H 0.322 -0.397 -2.236 0.261
H -0.983 1.498 -1.230 0.252
Se 1.569 -2.268 -4.257 -0.501
C 0.038 -2.034 -5.325 -0.133
C 0.018 -1.195 -6.453 -0.318
C -1.128 -1.068 -7.215 0.014
N -2.282 -1.695 -6.969 -0.500
C -2.272 -2.487 -5.892 0.016
C -1.181 -2.684 -5.066 -0.317
H 0.912 -0.648 -6.725 0.210
H -1.121 -0.415 -8.085 0.164
H -3.205 -3.001 -5.673 0.166
H -1.260 -3.345 -4.213 0.214
```

Output
Kohn-Sham gap: 5.3 eV
M: 708.01 g/mol
LUMO level: 3.395 eV
Charge: -2
Spin multiplicity: 1
HOMO energy: -1.9 eV

# 3
Formula: C5H6Br2
Source: the Open Molecules 2025 dataset
Level of theory: ωB97M-V/def2-TZVPD

Geometry as XYZ:
```
13
Properties=species:S:1:pos:R:3:nbo_charge:R:1
C -0.429 2.002 -0.247 -0.254
C 0.206 1.056 -0.770 -0.094
C 1.764 -0.883 -0.479 -0.653
C -1.762 -0.438 1.572 -0.679
C 0.659 -0.130 -1.138 -0.073
Br -2.117 1.304 1.213 0.383
Br -0.096 -0.964 -2.691 0.053
H -0.459 3.064 -0.237 0.223
H 2.474 -1.262 -1.216 0.227
H 2.276 -0.240 0.237 0.232
H 1.354 -1.743 0.062 0.236
H -2.446 -1.138 1.125 0.201
H -1.423 -0.628 2.571 0.198
```

Output
Kohn-Sham gap (spin up / spin down): 7.7 / 6.8 eV
M: 225.91 g/mol
LUMO level (spin up / spin down): -0.420 / -0.525 eV
Charge: 0
Spin multiplicity: 1
HOMO energy (spin up / spin down): -8.2 / -7.3 eV

# 4
Formula: C4H10ClISi
Source: the Open Molecules 2025 dataset
Level of theory: ωB97M-V/def2-TZVPD

Geometry as XYZ:
```
17
Properties=species:S:1:pos:R:3:nbo_charge:R:1
C -0.196 -0.078 1.780 -1.190
Si -0.082 -0.047 -0.056 1.635
C -1.664 -0.849 -0.719 -1.095
C -0.144 1.800 -0.631 -1.086
C 1.661 -0.796 -0.676 -0.769
Cl 1.977 -2.429 0.035 -0.066
I 3.327 0.532 -0.234 0.108
H 0.434 0.574 2.408 0.260
H -1.205 -0.185 2.251 0.257
H 0.317 -1.069 2.107 0.261
H -1.642 -0.672 -1.800 0.239
H -1.921 -1.891 -0.413 0.255
H -2.304 -0.119 -0.261 0.231
H -1.104 2.034 -0.358 0.221
H 0.516 2.389 0.018 0.244
H 0.166 1.941 -1.731 0.243
H 1.865 -1.136 -1.721 0.250
```

Output
Kohn-Sham gap: 9.7 eV
SMILES string: C[Si](C)(C)[C@H](Cl)I
M: 248.57 g/mol
LUMO level: 0.193 eV
Charge: 0
Spin multiplicity: 1
HOMO energy: -9.5 eV